Computed, not measured: a structure of composition C26H28AlBrCl5N7O3S, with the ωB97M-V functional and the def2-TZVPD basis.

As for the energy above the lowest of the compared OMol25 structures with the same formula, charge and spin: 0.0 kcal/mol. The electronic energy is -194083.8777 eV. The calculation puts the highest occupied orbital energy at -8.30 eV. The value obtained for the LUMO energy is 0.34 eV.

Geometry as XYZ:
```
72
Properties=species:S:1:pos:R:3:forces:R:3:mulliken_charge:R:1
Al -0.306761 0.081753 -0.277207 0.0 0.0 -0.1 -1.894
Cl 0.755173 -4.314625 5.206367 0.0 0.0 0.0 -0.185
C 0.276359 -3.531684 3.748696 0.0 0.0 0.0 0.251
C 1.016226 -3.700879 2.582999 0.0 0.0 0.0 0.076
Cl 2.414637 -4.704577 2.593218 0.0 0.0 0.0 -0.175
C 0.642230 -3.040892 1.417577 0.0 0.0 0.0 1.036
Cl 1.581626 -3.225952 -0.017239 0.0 0.0 0.0 -0.241
C -0.476688 -2.197083 1.367647 0.0 0.1 0.0 -2.161
O -0.821827 -1.558366 0.273275 0.0 -0.1 0.0 0.474
C -1.218573 -2.061166 2.554067 0.0 0.0 0.0 0.624
Cl -2.604295 -1.044226 2.517095 0.0 0.0 0.0 -0.136
C -0.846876 -2.707032 3.725477 0.0 0.0 0.0 0.381
Cl -1.765896 -2.476871 5.161253 0.0 0.0 0.0 -0.208
C -0.714727 4.637459 -2.109701 0.0 0.0 0.0 -1.209
N -0.382736 4.435623 -0.697547 0.0 0.0 0.0 0.100
C -1.081048 5.371915 0.189909 0.0 0.0 0.0 -0.726
C -1.081044 4.644532 1.516514 0.0 0.0 0.0 -0.585
N -1.050887 3.258046 1.082979 0.0 0.0 0.0 0.344
C -1.104891 2.231148 2.101338 0.0 0.0 0.0 -0.583
C -0.457191 3.167356 -0.133770 0.0 0.0 0.0 -0.148
N -0.010808 2.070340 -0.678263 0.0 0.0 0.0 0.763
C 0.799402 2.173946 -1.896378 0.0 0.0 0.0 -1.239
C 1.672960 0.937908 -1.983909 0.0 0.0 0.0 -1.023
N 0.776798 -0.217245 -1.828114 0.0 0.0 0.0 1.070
C 1.065742 -1.333507 -2.473232 0.0 0.0 0.0 -0.006
N 2.306105 -1.729700 -2.856900 0.0 0.0 0.0 0.150
C 3.534812 -1.382427 -2.158217 0.0 0.0 0.0 -0.738
C 2.215252 -2.949534 -3.657534 0.0 0.0 0.0 -0.533
C 0.781994 -3.422919 -3.404775 0.0 0.0 0.0 -0.614
N 0.151267 -2.215070 -2.900622 0.0 0.0 0.0 0.180
C -1.285430 -2.097734 -2.772432 0.0 0.0 0.0 -0.889
H -0.986951 5.683658 -2.232336 0.0 0.0 0.0 0.458
H -1.565767 4.020890 -2.414076 0.0 0.0 0.0 0.345
H 0.125150 4.441084 -2.767351 0.0 0.0 0.0 0.355
H -2.106832 5.522321 -0.164532 0.0 0.0 0.0 0.404
H -0.570290 6.332758 0.219525 0.0 0.0 0.0 0.354
H -1.970417 4.843972 2.112546 0.0 0.0 0.0 0.416
H -0.191336 4.876997 2.112680 0.0 0.0 0.0 0.256
H -1.839322 2.546230 2.842271 0.0 0.0 0.0 0.385
H -0.142746 2.073271 2.589157 0.0 0.0 0.0 0.202
H -1.469489 1.295667 1.690146 0.0 0.0 0.0 -0.182
H 1.436814 3.060133 -1.858104 0.0 0.0 0.0 0.660
H 0.165598 2.222857 -2.786187 0.0 0.0 0.0 0.249
H 2.429195 0.971805 -1.198098 0.0 0.0 0.0 0.052
H 2.171824 0.912049 -2.954881 0.0 0.0 0.0 0.752
H 3.312373 -0.955709 -1.182637 0.0 0.0 0.0 0.254
H 4.147700 -0.686959 -2.734846 0.0 0.0 0.0 0.295
H 4.110087 -2.294746 -1.995904 0.0 0.0 0.0 0.360
H 2.957928 -3.672769 -3.323648 0.0 0.0 0.0 0.331
H 2.393132 -2.734104 -4.714076 0.0 0.0 0.0 0.377
H 0.729546 -4.225310 -2.663031 0.0 0.0 0.0 0.293
H 0.284476 -3.755617 -4.314715 0.0 0.0 0.0 0.413
H -1.750718 -2.599996 -3.620083 0.0 0.0 0.0 0.416
H -1.563207 -1.046037 -2.791708 0.0 0.0 0.0 0.233
H -1.650501 -2.538130 -1.845601 0.0 0.0 0.0 0.279
S -2.512357 0.718221 -0.902484 0.1 0.0 0.1 -0.371
C -3.465546 -0.673734 -0.852591 0.0 0.0 0.0 0.651
N -4.141767 -1.609984 -0.866189 0.0 0.0 0.0 -0.701
Br 2.609663 3.328031 1.922970 0.0 0.0 0.0 -0.112
C 2.472654 2.003167 3.283286 0.0 0.0 0.0 0.280
C 2.587388 2.391802 4.608263 0.0 0.0 0.0 -0.556
C 2.453140 1.437356 5.605178 0.0 0.0 0.0 -0.568
C 2.203464 0.112448 5.273754 0.0 0.0 0.0 -0.769
C 2.091988 -0.258302 3.943810 0.0 0.0 0.0 -0.171
C 2.230760 0.685252 2.931846 0.0 0.0 0.0 -0.173
C 2.080991 0.269247 1.491398 0.0 0.1 -0.1 -0.177
O 3.057447 0.025172 0.807081 0.0 0.0 0.0 -0.772
O 0.848405 0.212507 1.116524 -0.1 0.0 0.1 1.465
H 2.776524 3.427888 4.852833 0.0 0.0 0.0 0.447
H 2.540561 1.733715 6.642065 0.0 0.0 0.0 0.377
H 2.090989 -0.633104 6.049931 0.0 0.0 0.0 0.437
H 1.891647 -1.289163 3.677857 0.0 0.0 0.0 0.600
```
Forces are in eV/Å.

=====

Computed, not measured: a structure of composition C51H61BrF4N2OP2PdS2, with the ωB97M-V functional and the def2-TZVPD basis.

As for the energy above the lowest of the compared OMol25 structures with the same formula, charge and spin: 0.0 kcal/mol. As for the net charge: +2. The electronic energy is -183534.5160 eV. The calculation puts the highest occupied orbital energy at -12.49 eV. The value obtained for the LUMO energy is -5.95 eV.

Geometry as XYZ:
```
125
Properties=species:S:1:pos:R:3:forces:R:3:mulliken_charge:R:1
Pd -0.769728 -0.419517 -0.648391 0.2 0.2 0.1 -1.057
F 0.098644 6.339758 0.815529 0.0 0.0 0.0 -0.269
C -0.423296 5.134385 0.715084 0.0 0.0 0.0 0.438
C -1.577358 4.814273 1.412445 0.0 0.0 0.0 0.161
F -2.158221 5.717206 2.179702 0.0 0.0 0.0 -0.263
C -2.113800 3.542235 1.298119 0.0 0.0 0.0 0.081
F -3.233797 3.276427 1.967069 0.0 0.0 0.0 -0.368
C -1.520092 2.561215 0.513903 0.0 0.1 0.0 -0.082
P -2.226142 0.868809 0.513782 0.0 0.0 0.2 0.393
C -3.831699 1.169830 -0.268022 0.0 0.0 0.0 1.847
C -5.096322 0.997351 0.285968 0.0 0.0 0.0 -0.233
C -6.226834 1.294749 -0.461164 0.0 0.0 0.0 -0.787
C -6.106370 1.764259 -1.760747 0.0 0.0 0.0 -0.863
C -4.847571 1.945364 -2.318194 0.0 0.0 0.0 -0.528
C -3.717579 1.651445 -1.575666 0.0 0.0 0.0 -1.194
C -2.162779 0.491310 2.283123 -0.1 0.0 0.0 1.804
C -3.183832 0.702728 3.207900 -0.1 0.0 0.0 -0.690
C -2.952783 0.468692 4.554936 0.0 0.0 0.0 -0.690
C -1.702747 0.050617 4.991084 0.0 0.0 0.0 -0.928
C -0.674121 -0.129846 4.077083 0.0 0.0 0.0 -0.316
C -0.904303 0.082914 2.727890 0.0 -0.1 0.0 0.088
C -0.386794 2.924953 -0.196187 -0.1 -0.1 0.0 0.638
Br 0.407667 1.709982 -1.392790 0.0 0.2 0.0 -0.109
C 0.168624 4.183489 -0.102761 -0.1 0.0 0.0 0.425
F 1.253555 4.503101 -0.797850 0.0 0.0 0.0 -0.287
H -5.226283 0.622743 1.289009 0.0 0.0 0.0 0.050
H -7.205337 1.162233 -0.019738 0.0 0.0 0.0 0.517
H -6.992823 1.995462 -2.335868 0.0 0.0 0.0 0.453
H -4.744789 2.319713 -3.327846 0.0 0.0 0.0 0.524
H -2.738644 1.796756 -2.022232 0.0 0.0 0.0 0.327
H -4.148503 1.080003 2.904718 0.0 0.0 0.0 0.307
H -3.750796 0.631829 5.266875 0.0 0.0 0.0 0.507
H -1.528279 -0.120260 6.044986 0.0 0.0 0.0 0.434
H 0.310042 -0.436478 4.406099 0.0 0.0 0.0 0.561
H -0.089151 -0.073026 2.028781 0.0 0.0 0.0 -1.289
C -5.079649 -3.939820 2.384182 0.0 0.0 0.0 -0.880
C -3.843207 -3.443378 3.125380 0.0 0.0 0.0 -0.829
C -2.640534 -3.274659 2.173853 0.0 0.0 0.0 -0.422
C -3.121536 -2.987333 0.739655 -0.1 0.0 0.0 0.581
C -4.364612 -2.101638 0.783225 0.0 0.0 0.0 0.284
C -5.546440 -2.903467 1.350658 0.0 0.0 0.0 -1.133
P -1.827412 -2.465309 -0.441577 0.1 -0.1 0.1 0.278
C -0.428688 -3.642079 -0.251797 -0.1 -0.2 -0.1 2.040
C -0.853062 -5.134735 -0.196843 0.0 0.1 0.0 -0.822
C 0.234977 -5.988828 0.466964 0.0 0.0 0.0 -0.913
C 1.613193 -5.475938 0.070416 0.0 0.0 0.0 -0.897
C 1.855561 -4.088092 0.684772 0.1 0.0 0.0 -0.545
C 0.554314 -3.290395 0.869992 0.0 0.1 0.0 -0.053
C -2.476243 -2.760140 -2.143559 0.0 0.0 0.0 0.849
C -3.388629 -4.001704 -2.337447 0.1 0.0 0.0 -1.214
C -4.854335 -3.617602 -2.513146 0.0 0.0 0.0 -0.191
C -5.060336 -2.731897 -3.752140 0.0 0.0 0.0 -1.078
C -3.831864 -1.857617 -4.043673 0.0 0.0 0.0 -1.226
C -3.114665 -1.497217 -2.748393 0.0 0.0 0.0 0.698
H -5.884624 -4.158316 3.085160 0.0 0.0 0.0 0.575
H -4.849713 -4.889190 1.890795 0.0 0.0 0.0 0.303
H -3.572885 -4.132464 3.925626 0.0 0.0 0.0 0.555
H -4.068826 -2.489544 3.607661 0.0 0.1 0.0 0.219
H -2.032677 -4.180793 2.182371 0.0 0.0 0.0 0.494
H -2.004391 -2.466051 2.528708 0.1 0.1 0.1 -0.301
H -3.429146 -3.940035 0.294390 0.0 0.0 0.0 1.053
H -4.620336 -1.682301 -0.189562 0.0 0.0 0.0 -0.248
H -4.142306 -1.266614 1.445186 0.0 0.1 0.0 -0.400
H -6.080754 -3.401272 0.538254 0.0 0.0 0.0 0.288
H -6.257506 -2.210751 1.806946 0.0 0.0 0.0 0.511
H 0.109721 -3.499255 -1.191919 0.0 0.0 0.0 -0.495
H -1.017955 -5.487887 -1.217697 0.0 0.0 0.0 0.439
H -1.794356 -5.274333 0.334335 0.0 0.0 0.0 0.118
H 0.099079 -7.032457 0.183822 0.0 0.0 0.0 0.568
H 0.133762 -5.948477 1.555272 0.0 0.0 0.0 0.319
H 1.664198 -5.428489 -1.024048 0.0 0.0 0.0 0.143
H 2.398967 -6.166539 0.374336 0.0 0.0 0.0 0.588
H 2.548402 -3.524008 0.051373 0.0 0.0 0.0 -0.077
H 2.341758 -4.194370 1.655753 0.0 0.0 0.0 0.531
H 0.779230 -2.220806 0.875051 0.0 0.0 0.0 -0.719
H 0.108931 -3.518969 1.838345 0.0 0.0 0.0 0.446
H -1.553475 -2.951877 -2.702864 0.0 0.0 0.0 0.431
H -3.272486 -4.725191 -1.531529 0.0 0.0 0.0 0.398
H -3.051390 -4.522704 -3.237340 0.0 0.0 0.0 0.644
H -5.210769 -3.104041 -1.616736 0.0 0.0 0.0 -0.414
H -5.456512 -4.522885 -2.595292 0.0 0.0 0.0 0.622
H -5.934659 -2.096539 -3.599391 0.0 0.0 0.0 0.380
H -5.281179 -3.352483 -4.621375 0.0 0.0 0.0 0.421
H -4.125415 -0.955115 -4.580978 0.0 0.0 0.0 0.478
H -3.131997 -2.388701 -4.697155 0.0 0.0 0.0 0.354
H -3.829017 -1.045767 -2.052978 0.0 0.0 0.0 -0.568
H -2.341482 -0.739729 -2.918489 0.0 0.0 0.0 0.059
N 4.129415 -0.735971 0.115542 -0.1 0.0 0.0 -0.197
C 3.773212 0.438036 0.680184 0.2 0.0 0.0 0.026
S 2.284035 0.644858 1.429158 -0.1 0.0 0.0 -0.360
N 4.657450 1.451831 0.629335 -0.1 0.0 0.0 0.051
C 5.959368 1.466191 0.052966 0.1 0.0 0.0 0.158
C 6.989380 2.058529 0.774089 0.0 0.0 0.0 -0.570
C 8.260978 2.130934 0.229217 0.0 0.0 0.0 -0.577
C 8.515799 1.600641 -1.027866 0.0 0.0 0.0 -0.551
C 7.485801 1.013186 -1.745947 0.0 0.0 0.0 -0.826
C 6.204006 0.953624 -1.216563 0.0 0.0 0.0 0.203
H 3.518050 -1.510572 0.314084 0.0 0.0 0.0 0.030
H 5.103295 -0.928497 -0.068246 0.0 0.0 0.0 0.306
H 4.381873 2.255188 1.173599 0.0 0.0 0.0 0.301
H 6.792767 2.456448 1.761927 0.0 0.0 0.0 0.448
H 9.057114 2.595595 0.794716 0.0 0.0 0.0 0.401
H 9.511388 1.649069 -1.446545 0.0 0.0 0.0 0.409
H 7.675045 0.609836 -2.732143 0.0 0.0 0.0 0.422
H 5.397619 0.526278 -1.797705 0.0 0.0 0.0 0.390
C 3.032576 3.419001 -5.765706 0.0 0.0 0.0 -1.655
C 2.472700 2.194768 -5.103532 0.0 0.0 0.0 0.593
C 1.407114 1.503816 -5.676781 0.0 0.0 0.0 -0.762
C 0.888187 0.366068 -5.079435 0.0 0.0 0.0 -1.019
C 1.461747 -0.091033 -3.901667 0.1 -0.1 0.0 0.567
C 2.529795 0.573459 -3.305165 0.1 -0.1 -0.2 -0.713
C 3.019166 1.717331 -3.908713 0.0 0.0 0.0 -0.357
S 0.805740 -1.543612 -3.142394 0.1 0.1 0.3 0.910
C 2.121033 -2.710767 -3.460055 0.0 0.0 0.0 -0.878
O 0.919154 -1.286837 -1.615032 -0.3 -0.3 -0.5 -0.605
H 2.248582 4.002927 -6.245513 0.0 0.0 0.0 0.421
H 3.748378 3.134890 -6.539697 0.0 0.0 0.0 0.333
H 3.552081 4.055110 -5.051283 0.0 0.0 0.0 0.380
H 0.969062 1.869248 -6.596882 0.0 0.0 0.0 0.445
H 0.045418 -0.150850 -5.522621 0.0 0.0 0.0 0.539
H 2.946390 0.208887 -2.371657 0.0 0.0 0.0 0.520
H 3.837668 2.256767 -3.447555 0.0 0.0 0.0 0.553
H 3.092139 -2.241029 -3.319701 0.0 0.0 0.1 0.289
H 2.000558 -3.048540 -4.489266 0.1 0.0 0.0 0.431
H 1.992691 -3.547974 -2.774622 -0.1 0.0 0.0 0.104
```
Forces are in eV/Å.

=====

electronic energy of number 1 (C26H28AlBrCl5N7O3S)?
-194083.8777 eV

=====

What is the electronic energy in the second record?
-183534.5160 eV

=====

What is the electronic energy in the second record?
-183534.5160 eV

=====

electronic energy of number 2 (C51H61BrF4N2OP2PdS2)?
-183534.5160 eV